Entry 1:
ORCA calculation (wB97M-V/def2-TZVPD) on a gas-phase ion, C2H4N3O (charge +1) in a non-equilibrium geometry.

Computed properties:
HOMO energy = -18.16 eV
Frontier orbital gap = 12.2 eV
ΔE to the lowest compared entry with this formula, charge and spin = 3.994 eV
Structure (SMILES) = C[n+]1cnon1

The geometry in ORCA input format:
```
! RIJCOSX wB97M-V def2-TZVPD def2/J DEFGRID3
* xyz 1 1
C 0.33 0.59 0.03
N -1.06 0.27 -0.03
O -3.07 0.01 -0.70
H 0.94 -0.40 0.00
N -1.84 0.37 -1.01
N -3.10 -0.32 0.62
H 0.45 1.12 1.01
H 0.56 1.26 -0.81
H -1.59 -0.28 2.21
C -1.99 -0.13 1.15
*
```

Atomic partial charges in e from the natural (NBO) method, atoms 1 to 5: C -0.45; N -0.07; O -0.03; H 0.28; N 0.28

***

Entry 2:
ORCA calculation (wB97M-V/def2-TZVPD) on a molecular structure, C5H8NO2 in a non-equilibrium geometry.

Computed properties:
HOMO energy (alpha / beta) = -12.61 / -12.69 eV
Frontier orbital gap (alpha / beta) = 7.0 / 7.6 eV
ΔE to the lowest compared entry with this formula, charge and spin = 6.249 eV

The geometry in ORCA input format:
```
! RIJCOSX wB97M-V def2-TZVPD def2/J DEFGRID3
* xyz 1 1
C 0.08 0.24 0.39
H 0.70 1.92 1.47
C 1.76 -1.40 0.44
H -1.39 -2.17 -1.62
H 1.35 -2.01 -0.35
C -1.56 -1.26 -1.10
C -2.39 -0.19 -0.73
C -0.98 -0.29 -0.32
H -0.66 2.18 0.53
H -0.79 1.36 1.97
H 2.00 1.00 -1.75
N -0.19 1.51 1.15
H 1.58 0.63 -1.19
O 1.19 -0.33 0.85
H 2.68 -1.65 0.92
O -3.37 0.48 -0.66
*
```

Atomic partial charges in e from the natural (NBO) method, atoms 1 to 5: C 0.24; H 0.46; C 0.12; H 0.25; H 0.20

***

Entry 3:
ORCA calculation (wB97M-V/def2-TZVPD) on H4N2O2S in the gas phase in a non-equilibrium geometry.

Computed properties:
HOMO energy = -9.09 eV
Frontier orbital gap = 9.7 eV
ΔE to the lowest compared entry with this formula, charge and spin = 2.942 eV

The geometry in ORCA input format:
```
! RIJCOSX wB97M-V def2-TZVPD def2/J DEFGRID3
* xyz 0 1
O 1.69 1.05 0.63
O 0.24 1.68 -1.48
N 0.05 -0.96 1.25
H 0.56 -1.28 0.44
H 1.03 1.80 -0.87
H 0.31 -1.14 2.23
N -0.35 0.60 -0.76
H -1.44 0.62 -0.89
S 0.23 0.70 0.90
*
```

Atomic partial charges in e from the natural (NBO) method, atoms 1 to 5: O -0.96; O -0.56; N -1.02; H 0.40; H 0.48

***

Entry 4:
ORCA calculation (wB97M-V/def2-TZVPD) on a molecular structure, C16H18BFN6V in a non-equilibrium geometry.

Computed properties:
HOMO energy (alpha / beta) = -6.77 / -8.66 eV
Frontier orbital gap (alpha / beta) = 6.8 / 8.3 eV
ΔE to the lowest compared entry with this formula, charge and spin = 0.732 eV

The geometry in ORCA input format:
```
! RIJCOSX wB97M-V def2-TZVPD def2/J DEFGRID3
* xyz 0 4
C -4.08 -0.53 -1.62
H -1.06 2.94 -3.06
C 1.52 0.68 4.26
B -0.56 0.31 -2.38
H 4.84 0.30 3.45
H -1.94 -2.05 2.41
C 0.70 -1.92 -2.70
N -0.20 1.63 -1.63
C 2.08 -1.89 -0.95
H -0.28 0.51 -3.55
C 1.77 0.34 1.90
N 0.34 -0.87 -1.94
V 1.97 0.57 -0.04
C 0.93 0.57 2.97
C 0.96 3.17 -0.46
N -2.83 -0.21 -1.24
C 0.32 3.82 -1.51
H 0.39 4.86 -1.78
H 0.90 0.86 5.14
H -4.89 -0.69 -0.92
C -4.15 -0.62 -3.04
C -2.86 -0.34 -3.48
H -3.28 -1.68 3.45
H -0.14 0.68 2.83
H -3.28 -3.20 2.61
F 3.46 0.68 5.64
H 3.78 0.23 1.10
C -0.41 2.84 -2.19
N -2.08 -0.08 -2.39
H 2.75 -2.15 -0.15
H -5.02 -0.84 -3.63
H -2.16 -2.92 3.95
C 3.18 0.30 2.03
H 2.37 -3.35 -2.58
H 0.14 -2.16 -3.61
N 0.75 1.81 -0.59
N 1.22 -0.80 -0.85
C 1.80 -2.55 -2.14
H 1.54 3.58 0.37
H -2.45 -0.30 -4.48
C -2.68 -2.45 3.11
C 2.89 0.55 4.39
C 3.76 0.35 3.30
*
```

Atomic partial charges in e from the natural (NBO) method, atoms 1 to 5: C -0.06; H 0.23; C -0.26; B 0.57; H 0.23

***

Entry 5:
ORCA calculation (wB97M-V/def2-TZVPD) on C2H5PS in the gas phase in a non-equilibrium geometry.

Computed properties:
HOMO energy (alpha / beta) = -8.83 / -8.15 eV
Frontier orbital gap (alpha / beta) = 8.0 / 6.5 eV
ΔE to the lowest compared entry with this formula, charge and spin = 2.586 eV

The geometry in ORCA input format:
```
! RIJCOSX wB97M-V def2-TZVPD def2/J DEFGRID3
* xyz 0 1
H -0.76 -0.35 -1.28
C -1.30 -0.42 -0.28
H 1.65 1.04 1.04
S -2.83 0.47 0.12
H -1.24 -1.49 -0.07
C -0.31 0.27 0.57
H 1.75 0.81 -1.05
P 0.88 1.43 -0.09
H -0.64 0.52 1.59
*
```

Atomic partial charges in e from the natural (NBO) method, atoms 1 to 5: H 0.21; C -0.64; H 0.00; S -0.04; H 0.23

***

Entry 6:
ORCA calculation (wB97M-V/def2-TZVPD) on 2 unconnected molecules or ions with the total composition C4H8N2O in a non-equilibrium geometry.

Computed properties:
HOMO energy = -10.81 eV
Frontier orbital gap = 11.4 eV
ΔE to the lowest compared entry with this formula, charge and spin = 3.416 eV
Structure (SMILES) = [H]/N=C/[C@@](C)(O)C#N.[H][H]

The geometry in ORCA input format:
```
! RIJCOSX wB97M-V def2-TZVPD def2/J DEFGRID3
* xyz 0 1
H -0.59 -1.82 -0.37
C 1.71 -0.69 -0.28
C 0.51 1.45 -0.12
C -0.70 -0.88 0.19
N -1.74 -0.47 0.77
H -2.51 -1.14 0.68
H 0.53 1.55 -1.21
H -1.28 -0.18 -1.67
H -0.18 -0.07 2.10
H 1.38 1.97 0.29
O 0.74 -0.05 1.78
N 2.60 -1.22 -0.81
H -0.65 -0.37 -2.02
H -0.39 1.92 0.27
C 0.57 -0.02 0.37
*
```

Atomic partial charges in e from the natural (NBO) method, atoms 1 to 5: H 0.19; C 0.26; C -0.62; C 0.16; N -0.66

***

Question: Which of these has the lowest ΔE to the lowest compared entry with this formula, charge and spin?
Answer: C16H18BFN6V

***

Question: Among the records above, which one has the lowest ΔE to the lowest compared entry with this formula, charge and spin?
Answer: C16H18BFN6V

***

Question: Among the records above, which one has the highest ΔE to the lowest compared entry with this formula, charge and spin?
Answer: C5H8NO2